[1]
ORCA calculation (the ωB97M-V functional and the def2-TZVPD basis) on a molecular structure, C2HBr2NO in a non-equilibrium geometry.

Output
Orbital gap ... 8.08 eV
Net charge ... 0
HOMO energy ... -9.5 eV
ΔE to the lowest compared entry with this formula, charge and spin ... 2.1042 eV

Last column: natural (NBO) charge in e.
Atoms and positions in Å:
C  1.4634  0.4214  0.7824  0.86
C  -2.4680  -0.4862  -0.0373  -0.23
N  1.4097  0.4095  -0.4081  -0.78
O  1.4378  0.4777  1.9245  -0.50
Br  -1.2835  -1.7228  -0.7752  0.10
Br  -1.9957  1.2551  -0.5062  0.14
H  1.4363  -0.3547  -0.9801  0.41

[2]
ORCA calculation (the ωB97M-V functional and the def2-TZVPD basis) on a molecular structure, C2HBr4IS in a non-equilibrium geometry.

Output
Orbital gap ... 8.16 eV
Net charge ... 0
HOMO energy ... -9.3 eV
ΔE to the lowest compared entry with this formula, charge and spin ... 0.0000 eV

Last column: natural (NBO) charge in e.
Atoms and positions in Å:
C  -0.4786  -0.4626  -0.2601  -0.36
C  -0.1135  -1.9252  -0.0354  -0.46
S  1.3159  -2.2781  -0.9542  0.16
Br  -2.1594  0.2027  0.7009  0.03
Br  -0.8646  -0.2493  -2.2130  0.06
Br  -1.3952  -3.1589  -0.8713  0.14
Br  0.0396  -2.3832  1.8649  0.10
I  2.8417  -0.5460  -0.3634  0.07
H  0.2699  0.3063  0.0381  0.26

[3]
ORCA calculation (the ωB97M-V functional and the def2-TZVPD basis) on a molecular structure, C2HBr5O in a non-equilibrium geometry.

Output
Orbital gap (spin up / spin down) ... 8.59 / 8.59 eV
Net charge ... 0
HOMO energy (spin up / spin down) ... -8.9 / -8.9 eV
ΔE to the lowest compared entry with this formula, charge and spin ... 1.1867 eV

Last column: natural (NBO) charge in e.
Atoms and positions in Å:
C  -0.6327  0.7542  -0.1636  0.12
C  1.0530  -0.7683  -0.0187  -0.52
O  -1.7476  0.0438  -0.1329  -0.70
Br  -0.3139  1.5130  -1.8810  0.12
Br  -0.3021  1.9590  1.2829  0.10
Br  1.7079  -1.1165  -1.7520  0.15
Br  0.0392  -2.2290  0.7172  0.09
Br  2.3315  -0.0791  1.2014  0.13
H  -2.1353  -0.0771  0.7466  0.51

[4]
ORCA calculation (the ωB97M-V functional and the def2-TZVPD basis) on 2 unconnected molecules or ions with the total composition C2HBrCl3NO2 in a non-equilibrium geometry.

Output
Orbital gap ... 8.77 eV
Net charge ... 0
HOMO energy ... -10.0 eV
ΔE to the lowest compared entry with this formula, charge and spin ... 0.7006 eV
SMILES ... O=[N+]([O-])C(Br)=C(Cl)Cl.Cl

Last column: natural (NBO) charge in e.
Atoms and positions in Å:
C  -0.5878  0.3234  -1.9763  -0.12
C  0.2262  -0.1895  -2.9318  -0.06
N  -1.3566  -0.5316  -1.1049  0.50
O  -1.6067  -0.1346  0.0435  -0.42
O  -1.7005  -1.5798  -1.5270  -0.31
Cl  1.4253  0.0724  0.2190  -0.33
Cl  0.0241  -1.8747  -3.4506  0.10
Cl  1.5269  0.6531  -3.5370  0.16
Br  -0.5185  2.0573  -1.3332  0.18
H  0.1812  0.0761  0.6760  0.30

[5]
ORCA calculation (the ωB97M-V functional and the def2-TZVPD basis) on a single C2HBrF2S molecule in a non-equilibrium geometry.

Output
Orbital gap ... 8.59 eV
Net charge ... 0
HOMO energy ... -9.5 eV
ΔE to the lowest compared entry with this formula, charge and spin ... 0.7887 eV
SMILES ... FC(F)(Br)C=S

Last column: natural (NBO) charge in e.
Atoms and positions in Å:
C  0.3087  -0.1602  0.8861  -0.40
C  -0.1911  0.1967  -0.6245  0.52
F  0.7942  0.6973  -1.4524  -0.33
F  -0.7908  1.3602  -0.4233  -0.33
S  0.8245  -1.5609  1.2884  0.21
Br  -1.1855  -1.2009  -1.3033  0.11
H  0.2400  0.6678  1.6290  0.23

[6]
ORCA calculation (the ωB97M-V functional and the def2-TZVPD basis) on 2 unconnected molecules or ions with the total composition C2HBrF2S in a non-equilibrium geometry.

Output
Orbital gap (spin up / spin down) ... 7.29 / 7.29 eV
Net charge ... 0
HOMO energy (spin up / spin down) ... -9.4 / -9.4 eV
ΔE to the lowest compared entry with this formula, charge and spin ... 4.0061 eV

Last column: natural (NBO) charge in e.
Atoms and positions in Å:
C  1.7769  -1.0497  -0.2360  0.34
C  3.1675  -0.8822  0.0391  0.14
F  1.3371  -2.3150  0.0151  -0.35
F  3.6340  -1.8802  0.7462  -0.29
S  -0.4073  -0.1587  -1.0851  -0.06
Br  4.0048  0.8069  -0.2752  0.10
H  -0.7164  -1.2487  -1.7065  0.11

[7]
ORCA calculation (the ωB97M-V functional and the def2-TZVPD basis) on 2 unconnected molecules or ions with the total composition C2HBrFO2 in a non-equilibrium geometry.

Output
Orbital gap ... 6.59 eV
Net charge ... -1
HOMO energy ... -2.8 eV
ΔE to the lowest compared entry with this formula, charge and spin ... 1.3204 eV

Last column: natural (NBO) charge in e.
Atoms and positions in Å:
C  -1.1527  -1.0383  -0.4737  1.02
C  0.5599  0.5931  0.3333  -0.30
O  -0.4512  -1.8391  -0.9502  -0.59
O  -2.1312  -0.5647  -0.0773  -0.60
F  0.8418  1.0352  1.7400  -0.47
Br  2.3002  0.3126  -0.5115  -0.17
H  0.0333  1.5012  -0.0606  0.11

[8]
ORCA calculation (the ωB97M-V functional and the def2-TZVPD basis) on 2 unconnected molecules or ions with the total composition C2HBrFOS2 in a non-equilibrium geometry.

Output
Multiplicity ... 3
Orbital gap (spin up / spin down) ... 4.85 / 6.47 eV
Net charge ... -1
HOMO energy (spin up / spin down) ... -1.9 / -5.5 eV
ΔE to the lowest compared entry with this formula, charge and spin ... 1.7735 eV

Last column: natural (NBO) charge in e.
Atoms and positions in Å:
C  0.5333  2.0196  0.1381  0.31
C  -0.3605  1.0193  -0.1340  -0.50
O  1.3905  2.7524  -0.2298  -0.53
F  -1.6374  2.5495  -1.9451  -0.67
S  0.0979  1.3756  1.6427  0.09
S  -2.1020  1.1612  -0.6186  0.68
Br  -2.5294  -0.7760  0.8363  -0.52
H  0.3179  -0.3976  -0.5043  0.15

[9]
ORCA calculation (the ωB97M-V functional and the def2-TZVPD basis) on 2 unconnected molecules or ions with the total composition C2HBrO2 in a non-equilibrium geometry.

Output
Orbital gap ... 8.09 eV
Net charge ... 0
HOMO energy ... -9.3 eV
ΔE to the lowest compared entry with this formula, charge and spin ... 1.3662 eV

Last column: natural (NBO) charge in e.
Atoms and positions in Å:
C  -1.6273  -2.0569  -0.1955  1.01
C  0.7296  0.0608  -0.1475  -0.23
O  -1.6267  -2.8590  0.5943  -0.52
O  -1.6641  -1.2286  -0.9560  -0.49
Br  1.3118  -1.6537  0.0957  0.13
H  1.4403  0.7034  0.5798  0.11

[10]
ORCA calculation (the ωB97M-V functional and the def2-TZVPD basis) on a molecular structure, C2HCaO2 in a non-equilibrium geometry.

Output
Orbital gap (spin up / spin down) ... 6.44 / 6.41 eV
Net charge ... +1
HOMO energy (spin up / spin down) ... -13.5 / -13.5 eV

Last column: natural (NBO) charge in e.
Atoms and positions in Å:
H  -1.7798  -0.4238  -1.9370  0.25
C  -1.4091  0.0264  -1.0291  -0.21
C  -1.1962  0.5212  0.0800  -0.86
O  2.2303  -1.0799  0.9112  0.10
O  1.9143  -0.0768  0.3134  -0.08
Ca  0.2406  1.0328  1.6615  1.81

[11]
ORCA calculation (the ωB97M-V functional and the def2-TZVPD basis) on 2 unconnected molecules or ions with the total composition C2HCl2FNO2 in a non-equilibrium geometry.

Output
Orbital gap ... 6.75 eV
Net charge ... -1
HOMO energy ... -3.5 eV
ΔE to the lowest compared entry with this formula, charge and spin ... 3.1059 eV

Last column: natural (NBO) charge in e.
Atoms and positions in Å:
C  -2.3508  0.1846  -0.4974  0.77
C  1.2996  -0.3858  0.1608  0.17
N  -1.7069  -0.5881  -1.1941  -0.43
O  -1.4832  -0.6098  0.3120  -0.61
O  -3.1645  1.0169  -0.2639  -0.70
F  1.8953  -0.2333  1.4278  -0.36
Cl  1.3391  1.1833  -0.6580  -0.01
Cl  2.2998  -1.5454  -0.7416  -0.07
H  0.4216  -0.8610  0.3715  0.25

[12]
ORCA calculation (the ωB97M-V functional and the def2-TZVPD basis) on a single C2HCl2NO2 molecule in a non-equilibrium geometry.

Output
Orbital gap ... 10.22 eV
Net charge ... 0
HOMO energy ... -11.2 eV
ΔE to the lowest compared entry with this formula, charge and spin ... 1.1365 eV
SMILES ... N#CC(Cl)(Cl)OO

Last column: natural (NBO) charge in e.
Atoms and positions in Å:
C  1.1964  1.0393  0.6144  0.19
C  0.2436  0.2672  -0.2083  0.25
N  2.0399  1.5420  1.1627  -0.20
O  -1.5849  -1.0950  -0.0619  -0.41
O  -0.8885  -0.0107  0.5084  -0.24
Cl  1.2067  -1.4665  -0.7370  -0.11
Cl  0.1070  1.0640  -1.8335  0.03
H  -2.3203  -1.3402  0.5552  0.49

Number 1: E_tot -145709.4262 eV. Number 2: E_tot -301195.3604 eV. Number 3: E_tot -354347.4489 eV. Number 4: E_tot -115280.6340 eV. Number 5: E_tot -88401.1540 eV. Number 6: E_tot -88397.9365 eV. Number 7: E_tot -78945.2969 eV. Number 8: E_tot -98564.0303 eV. Number 9: E_tot -76224.1501 eV. Number 10: E_tot -24610.2915 eV. Number 11: E_tot -35436.2522 eV. Number 12: E_tot -32715.5253 eV.